1.
The following is a quantum chemistry calculation of a molecular structure, C29H34N3O4 at a distorted geometry, from the Open Molecules 2025 dataset.

For the total energy, the calculation gives -1590.8153 Ha. The net charge is -1. As for the relative energy (zero: lowest compared OMol25 entry of this formula, charge and spin): 0.0 kcal/mol. Its spin multiplicity is 1. The value obtained for the HOMO energy is -4.10 eV. The value obtained for the HOMO-LUMO gap is 0.24637 hartree.

Structure (XYZ):
```
70
C29H34N3O4 | the Open Molecules 2025 dataset | ωB97M-V/def2-TZVPD
C -5.49 1.39 0.03
N -4.90 0.11 -0.33
C -5.68 -0.65 -1.21
O -6.76 -0.25 -1.63
N -5.16 -1.89 -1.59
C -5.98 -2.65 -2.50
C -3.89 -2.38 -1.21
O -3.46 -3.42 -1.71
C -3.14 -1.57 -0.26
C -1.73 -1.91 -0.19
C -0.90 -1.63 1.00
C -1.48 -1.26 2.22
C -0.72 -0.76 3.26
C 0.69 -0.64 3.10
N 1.45 -0.04 4.07
C 0.91 0.24 5.39
C -0.55 0.65 5.34
C -1.38 -0.35 4.53
C 2.90 -0.08 4.00
C 3.40 0.10 2.58
C 2.76 -0.93 1.65
C 1.30 -1.12 1.90
C 0.50 -1.74 0.95
C -3.60 -0.23 0.10
O -2.94 0.61 0.72
H -4.83 1.88 0.74
H -5.60 2.00 -0.87
H -6.48 1.23 0.46
H -5.47 -3.58 -2.72
H -6.95 -2.84 -2.05
H -6.13 -2.07 -3.41
H -1.47 -2.82 -0.73
H -2.56 -1.36 2.34
H 1.03 -0.66 6.02
H 1.52 1.04 5.83
H -0.94 0.72 6.36
H -0.63 1.64 4.88
H -2.36 0.08 4.31
H -1.58 -1.24 5.15
H 3.29 0.72 4.65
H 3.26 -1.04 4.40
H 3.15 1.11 2.22
H 4.49 0.01 2.56
H 2.91 -0.62 0.60
H 3.28 -1.90 1.75
H 0.97 -2.27 0.11
C 3.36 3.23 -3.86
C 3.65 1.79 -3.43
C 4.29 1.04 -4.60
C 4.64 1.81 -2.25
C 2.35 1.11 -2.97
C 1.83 -0.02 -3.62
C 0.76 -0.71 -3.10
C 0.07 -0.24 -1.94
O -1.02 -0.82 -1.56
C 0.60 0.94 -1.30
C 1.68 1.60 -1.85
H 2.90 3.81 -3.05
H 4.29 3.73 -4.15
H 2.68 3.25 -4.72
H 4.52 0.01 -4.34
H 3.64 1.06 -5.48
H 5.24 1.53 -4.88
H 4.87 0.79 -1.92
H 5.57 2.29 -2.56
H 4.23 2.37 -1.40
H 2.29 -0.38 -4.54
H 0.38 -1.62 -3.56
H 0.11 1.29 -0.39
H 2.03 2.53 -1.38
```

2.
The following is a quantum chemistry calculation of a molecular structure, C29H35Br15F18O12 at a distorted geometry, from the Open Molecules 2025 dataset.

For the total energy, the calculation gives -42436.2654 Ha. The net charge is +1. Its spin multiplicity is 2. The value obtained for the HOMO energy (alpha / beta) is -12.08 / -12.08 eV. The value obtained for the HOMO-LUMO gap (alpha / beta) is 0.27981 / 0.09219 hartree.

Structure (XYZ):
```
109
C29H35Br15F18O12 | the Open Molecules 2025 dataset | ωB97M-V/def2-TZVPD
C 2.10 8.23 -1.19
Br 3.92 7.64 -1.57
Br 1.86 8.20 0.77
Br 0.77 7.07 -2.11
H 1.96 9.27 -1.49
C 3.69 4.66 2.93
Br 5.50 4.83 3.59
Br 2.92 2.84 3.32
Br 3.72 5.03 0.89
H 3.01 5.44 3.29
C 4.73 3.30 -4.58
Br 3.24 4.38 -5.36
Br 5.58 4.11 -2.97
Br 5.98 2.85 -6.04
H 4.25 2.39 -4.21
C -1.28 5.52 -6.09
Br -1.01 4.32 -4.58
Br -2.04 4.75 -7.72
Br 0.39 6.44 -6.55
H -2.00 6.29 -5.83
C -1.88 5.68 -0.29
Br -3.05 7.14 -1.04
Br -3.09 4.05 -0.02
Br -1.04 6.26 1.45
H -1.18 5.48 -1.10
C 5.63 -0.45 5.49
C 5.03 -1.52 4.56
O 3.63 -1.16 4.51
C 2.73 -2.00 3.78
O 3.04 -3.12 3.36
C 1.32 -1.48 3.59
F 1.04 -1.30 2.29
F 0.50 -2.47 3.93
F 0.99 -0.44 4.35
H 5.13 0.50 5.32
H 6.65 -0.21 5.20
H 5.53 -0.62 6.57
H 5.38 -2.50 4.88
H 5.46 -1.35 3.58
C 2.49 -3.08 -7.01
C 1.35 -2.32 -6.30
O 1.98 -1.45 -5.28
C 1.11 -0.79 -4.43
O -0.11 -0.77 -4.54
C 1.83 -0.14 -3.27
F 1.31 1.06 -3.16
F 1.63 -0.94 -2.21
F 3.20 -0.04 -3.47
H 2.19 -3.67 -7.87
H 2.93 -3.72 -6.25
H 3.14 -2.29 -7.40
H 0.71 -3.08 -5.83
H 0.58 -1.77 -6.84
C -2.33 -0.60 3.22
C -2.93 -0.90 4.62
O -1.98 -1.54 5.42
C -2.23 -1.69 6.77
O -3.36 -1.64 7.22
C -0.98 -2.18 7.54
F 0.08 -2.25 6.78
F -0.68 -1.33 8.55
F -1.29 -3.30 8.26
H -1.54 0.14 3.30
H -3.04 -0.24 2.48
H -1.78 -1.46 2.82
H -3.77 -1.57 4.44
H -3.33 0.04 5.01
C -2.89 -6.56 3.11
C -2.75 -5.26 2.31
O -1.44 -5.21 1.74
C -1.13 -4.20 0.93
O -1.81 -3.17 0.85
C 0.20 -4.41 0.19
F 1.14 -3.70 0.76
F 0.57 -5.66 0.20
F 0.06 -3.96 -1.05
H -2.06 -6.66 3.80
H -2.93 -7.42 2.44
H -3.78 -6.56 3.74
H -2.83 -4.43 3.01
H -3.53 -5.10 1.57
C 1.80 3.87 -1.83
C 1.24 3.38 -0.51
O 0.31 2.42 -0.74
C -0.26 1.72 0.23
O -0.22 2.05 1.38
C -1.11 0.54 -0.35
F -1.09 0.49 -1.70
F -0.61 -0.66 0.05
F -2.38 0.65 0.01
H 2.43 4.70 -1.51
H 1.07 4.25 -2.55
H 2.47 3.19 -2.35
H 0.85 4.21 0.09
H 2.04 3.01 0.13
C -6.84 -2.06 -1.47
C -5.95 -3.31 -1.73
O -4.89 -2.81 -2.53
C -3.65 -3.34 -2.61
O -3.50 -4.53 -2.24
C -2.64 -2.44 -3.31
F -2.71 -2.71 -4.59
F -2.96 -1.20 -3.06
F -1.37 -2.68 -2.98
H -7.63 -1.88 -2.20
H -6.25 -1.15 -1.35
H -7.23 -2.16 -0.46
H -6.51 -4.15 -2.16
H -5.59 -3.65 -0.76
```

3.
The following is a quantum chemistry calculation of a molecular structure, C29H35Br2N4O4W, from the Open Molecules 2025 dataset.

For the total energy, the calculation gives -6861.0190 Ha. The net charge is +1. As for the relative energy (zero: lowest compared OMol25 entry of this formula, charge and spin): 13.7 kcal/mol. Its spin multiplicity is 3. The value obtained for the HOMO energy (alpha / beta) is -9.98 / -10.34 eV. The value obtained for the HOMO-LUMO gap (alpha / beta) is 0.25571 / 0.26908 hartree.

Structure (XYZ):
```
75
C29H35Br2N4O4W | the Open Molecules 2025 dataset | ωB97M-V/def2-TZVPD
W 0.38 -0.21 0.55
N -3.12 -1.09 -2.29
C -2.32 -2.16 -1.61
C -2.86 -2.55 -0.25
C -1.74 -3.28 0.49
N -0.72 -2.31 1.01
C -1.16 -4.41 -0.37
C -0.85 -4.09 -1.84
N 0.35 -3.25 -1.91
C -2.02 -3.35 -2.49
H -3.45 -0.41 -1.59
H -3.93 -1.44 -2.81
H -2.44 -0.52 -2.91
H -1.37 -1.67 -1.42
H -3.74 -3.20 -0.33
H -3.15 -1.66 0.32
H -2.18 -3.76 1.37
H 0.08 -2.86 1.28
H -1.10 -1.96 1.88
H -1.90 -5.21 -0.36
H -0.27 -4.83 0.12
H -0.72 -5.05 -2.36
H 0.61 -3.08 -2.88
H 1.14 -3.74 -1.49
H -2.88 -4.02 -2.59
H -1.73 -3.03 -3.49
Br 2.28 -3.01 2.32
C 2.92 -1.23 2.41
C 4.06 -1.04 3.17
C 4.61 0.23 3.23
C 4.00 1.24 2.50
C 2.87 0.96 1.78
N 2.29 -0.27 1.74
C 2.24 2.03 0.91
O 2.73 3.13 0.87
O 1.21 1.61 0.25
H 4.51 -1.87 3.70
H 5.49 0.42 3.82
H 4.38 2.26 2.46
C -0.15 2.29 3.36
C -1.21 1.83 2.36
C -2.55 1.78 3.11
C -0.85 0.42 1.89
C -1.36 2.79 1.18
C -2.25 2.46 0.16
C -2.42 3.29 -0.94
C -1.69 4.46 -1.05
C -0.81 4.81 -0.03
C -0.65 3.98 1.07
H -0.05 1.55 4.16
H -0.43 3.24 3.82
H 0.84 2.43 2.91
H -2.48 1.13 3.98
H -3.35 1.40 2.46
H -2.84 2.78 3.44
H -1.50 -0.31 2.41
H -2.81 1.54 0.23
H -3.12 3.01 -1.72
H -1.82 5.11 -1.91
H -0.24 5.72 -0.10
H 0.06 4.27 1.83
Br 5.75 1.29 -2.69
C 3.90 0.93 -2.65
C 3.42 -0.09 -1.85
C 2.06 -0.32 -1.80
C 1.18 0.45 -2.56
C 1.68 1.45 -3.38
C 3.04 1.70 -3.42
C -0.29 0.24 -2.40
O -1.05 0.25 -3.37
O -0.73 0.10 -1.19
H 4.11 -0.70 -1.27
H 1.68 -1.16 -1.22
H 1.00 2.05 -3.97
H 3.44 2.49 -4.04
```